Record 1
The following is a quantum chemistry calculation of a molecular structure, C49H118Br3N3O3 in a non-equilibrium geometry, from the OMol25 dataset.

Cartesian coordinates (Å):
C 5.745 -28.243 1.455
Br 7.382 -29.153 1.107
Br 4.484 -28.616 0.001
Br 6.095 -26.333 1.486
H 5.230 -28.509 2.363
C 5.486 -28.057 10.704
C 4.587 -29.018 9.960
C 5.280 -30.332 9.616
C 4.421 -31.332 8.877
C 5.092 -32.669 8.642
C 4.071 -33.693 8.108
H 5.965 -28.557 11.546
H 4.998 -27.122 10.960
H 6.283 -27.795 9.995
H 3.630 -29.189 10.484
H 4.258 -28.502 9.045
H 5.770 -30.828 10.463
H 6.138 -29.962 9.011
H 3.554 -31.486 9.543
H 3.969 -30.913 7.968
H 5.915 -32.559 7.928
H 5.499 -32.982 9.607
H 3.868 -33.560 7.033
H 4.342 -34.730 8.287
H 3.056 -33.502 8.494
C 3.011 -35.669 3.242
C 1.641 -36.048 3.854
C 0.879 -37.106 2.995
C -0.630 -36.953 3.091
C -1.459 -38.125 2.485
C -1.341 -38.302 0.998
H 3.432 -34.755 3.670
H 2.996 -35.568 2.153
H 3.712 -36.460 3.454
H 1.862 -36.490 4.827
H 1.077 -35.115 3.960
H 1.130 -38.093 3.430
H 1.313 -37.165 1.993
H -0.901 -36.850 4.140
H -0.880 -36.069 2.477
H -1.112 -39.035 3.005
H -2.496 -37.938 2.787
H -0.282 -38.389 0.723
H -1.954 -39.095 0.585
H -1.617 -37.388 0.443
C 0.459 -24.986 4.728
C 1.563 -25.623 3.856
C 1.301 -25.333 2.390
C 2.479 -25.775 1.517
C 2.430 -25.210 0.095
C 1.243 -25.691 -0.704
H 0.719 -25.117 5.785
H -0.500 -25.455 4.517
H 0.416 -23.904 4.581
H 2.520 -25.181 4.126
H 1.482 -26.695 4.002
H 1.045 -24.283 2.234
H 0.435 -25.946 2.103
H 3.412 -25.430 1.971
H 2.583 -26.862 1.415
H 2.455 -24.112 0.150
H 3.379 -25.468 -0.390
H 0.321 -25.630 -0.114
H 1.023 -25.095 -1.591
H 1.396 -26.735 -0.990
C -0.744 -29.447 10.048
C 0.344 -30.052 9.098
C 0.274 -31.525 8.762
C -0.927 -31.938 7.939
C -0.907 -33.378 7.380
C -0.590 -34.445 8.448
H -0.375 -29.250 11.049
H -1.582 -30.141 10.127
H -1.063 -28.509 9.600
H 0.476 -29.408 8.227
H 1.285 -29.902 9.654
H 0.452 -32.116 9.662
H 1.153 -31.737 8.117
H -1.838 -31.950 8.580
H -1.215 -31.214 7.165
H -1.832 -33.614 6.851
H -0.121 -33.465 6.609
H -1.116 -35.374 8.214
H 0.477 -34.650 8.444
H -0.945 -34.152 9.437
C 10.188 -25.776 5.180
C 8.903 -25.808 4.333
C 7.835 -26.782 4.828
C 7.211 -26.531 6.188
C 5.895 -27.262 6.463
C 4.881 -26.963 5.404
H 10.897 -25.150 4.618
H 10.692 -26.744 5.226
H 10.017 -25.356 6.165
H 8.476 -24.794 4.328
H 9.130 -26.019 3.285
H 8.188 -27.832 4.779
H 7.067 -26.819 4.030
H 7.994 -26.746 6.932
H 7.019 -25.449 6.297
H 6.023 -28.343 6.577
H 5.478 -26.889 7.402
H 3.849 -26.939 5.775
H 5.059 -25.992 4.933
H 4.822 -27.705 4.597
C 9.114 -28.019 9.051
C 10.065 -27.674 7.913
C 11.046 -28.774 7.661
C 10.433 -30.137 7.447
C 9.351 -30.154 6.329
C 8.573 -31.461 6.358
H 8.448 -27.196 9.299
H 9.740 -28.224 9.923
H 8.511 -28.886 8.777
H 9.477 -27.386 7.038
H 10.584 -26.775 8.257
H 11.772 -28.768 8.487
H 11.703 -28.512 6.816
H 11.206 -30.875 7.239
H 9.934 -30.405 8.391
H 8.674 -29.310 6.404
H 9.982 -30.123 5.430
H 7.760 -31.370 5.623
H 9.123 -32.361 6.081
H 8.142 -31.637 7.347
C 8.489 -36.395 4.542
C 7.241 -35.582 4.275
C 7.254 -34.975 2.919
O 6.333 -33.900 2.924
C 6.450 -33.129 1.798
N 6.068 -36.488 4.383
H 8.585 -36.650 5.590
H 9.374 -35.831 4.233
H 8.434 -37.292 3.923
H 7.081 -34.814 5.029
H 7.038 -35.687 2.111
H 8.249 -34.532 2.703
H 6.236 -33.735 0.898
H 7.433 -32.675 1.629
H 5.665 -32.376 1.838
H 6.224 -37.389 3.955
H 5.309 -35.974 3.918
C 1.734 -29.314 3.228
C 1.934 -30.030 4.545
C 3.186 -30.806 4.677
O 4.246 -29.920 4.891
C 5.395 -30.573 5.272
N 1.830 -28.967 5.642
H 2.681 -28.763 3.084
H 0.939 -28.588 3.152
H 1.670 -30.074 2.437
H 1.102 -30.696 4.822
H 3.372 -31.480 3.820
H 3.054 -31.477 5.547
H 6.248 -29.876 5.269
H 5.738 -31.337 4.565
H 5.369 -30.941 6.303
H 1.740 -29.388 6.567
H 2.762 -28.526 5.630
C -3.139 -30.420 -1.125
C -1.921 -29.607 -0.685
C -2.310 -28.676 0.449
O -2.946 -27.529 -0.016
C -2.954 -26.505 0.928
N -0.760 -30.500 -0.330
H -2.908 -31.288 -1.740
H -3.727 -29.738 -1.746
H -3.717 -30.736 -0.258
H -1.524 -29.018 -1.524
H -1.387 -28.314 0.960
H -2.888 -29.164 1.256
H -3.439 -26.873 1.842
H -3.579 -25.704 0.546
H -1.932 -26.140 1.071
H -0.011 -29.972 0.116
H -1.018 -31.258 0.303

Calculated values
E_HOMO = -9.25 eV
Orbital gap = 9.19 eV
Total energy = -273464.8513 eV
M = 1037.213 g/mol

=====

Record 2
The following is a quantum chemistry calculation of 12 unconnected molecules or ions with the total composition C49H131N9O14 in a non-equilibrium geometry, from the OMol25 dataset.

Cartesian coordinates (Å):
C -5.164 -2.945 2.924
C -3.973 -3.174 1.901
C -4.496 -3.492 0.472
O -3.167 -1.941 1.900
H -5.807 -3.825 2.950
H -5.863 -2.163 2.628
H -4.853 -2.636 3.922
H -3.309 -3.961 2.260
H -3.699 -3.299 -0.246
H -5.242 -2.739 0.216
H -4.956 -4.480 0.435
H -3.715 -1.223 2.224
C 5.693 -1.156 -1.634
C 5.105 -2.113 -0.524
C 4.403 -3.319 -1.228
O 6.225 -2.640 0.222
H 4.919 -0.804 -2.316
H 6.475 -1.669 -2.194
H 6.139 -0.296 -1.135
H 4.499 -1.523 0.163
H 4.972 -3.777 -2.038
H 3.416 -3.067 -1.616
H 4.212 -4.134 -0.531
H 5.831 -3.056 0.992
C -2.025 5.478 -1.376
C -1.198 6.566 -0.753
C -1.969 7.711 -0.102
O -0.372 5.870 0.197
H -1.416 4.632 -1.691
H -2.594 5.851 -2.228
H -2.859 5.054 -0.816
H -0.572 6.980 -1.544
H -2.002 8.535 -0.815
H -1.394 8.015 0.772
H -2.993 7.386 0.079
H 0.055 5.181 -0.317
C -2.255 0.057 5.130
O -3.668 0.218 5.327
C -4.089 1.436 4.673
C -3.989 1.496 3.183
N -4.858 0.617 2.410
C -4.636 0.713 0.912
C -4.861 2.129 0.270
O -4.762 1.948 -1.153
C -5.248 3.063 -1.884
H -1.924 -0.708 5.833
H -1.741 1.000 5.319
H -1.911 -0.213 4.131
H -3.557 2.310 5.049
H -5.155 1.548 4.870
H -2.955 1.325 2.885
H -4.180 2.530 2.896
H -5.840 0.728 2.619
H -5.191 -0.039 0.352
H -3.600 0.437 0.713
H -4.092 2.837 0.580
H -5.829 2.552 0.535
H -6.292 3.301 -1.680
H -5.140 2.869 -2.951
H -4.765 4.025 -1.718
C -5.063 -2.550 -5.712
O -3.969 -3.427 -6.000
C -3.686 -4.407 -5.068
C -2.286 -4.884 -5.245
N -1.337 -4.183 -4.431
C 0.048 -4.530 -4.792
C 0.943 -3.674 -3.876
O 2.341 -3.839 -4.121
C 2.920 -5.084 -3.914
H -5.265 -1.892 -6.557
H -4.807 -1.842 -4.924
H -5.961 -3.063 -5.368
H -4.393 -5.221 -5.227
H -3.884 -4.032 -4.064
H -1.988 -4.678 -6.273
H -2.091 -5.943 -5.074
H -1.451 -3.183 -4.522
H 0.260 -4.335 -5.843
H 0.214 -5.596 -4.636
H 0.741 -3.895 -2.828
H 0.665 -2.623 -3.960
H 2.872 -5.446 -2.887
H 3.979 -5.057 -4.171
H 2.433 -5.907 -4.438
C -2.490 -1.566 -2.627
C -2.231 -0.522 -3.773
C -1.315 0.611 -3.239
O -1.007 1.599 -4.235
C -2.086 2.564 -4.409
N -1.747 -1.421 -4.811
H -3.241 -2.289 -2.942
H -2.990 -0.995 -1.845
H -1.649 -2.165 -2.279
H -3.134 -0.035 -4.139
H -0.340 0.206 -2.970
H -1.627 1.030 -2.282
H -3.042 2.070 -4.586
H -1.972 3.299 -5.205
H -2.179 3.131 -3.483
H -2.525 -1.970 -5.146
H -1.405 -0.841 -5.564
C 2.672 6.481 1.939
C 1.698 6.138 3.093
C 0.806 7.296 3.551
O 0.025 7.021 4.739
C 0.633 6.863 6.011
N 0.834 4.983 2.766
H 3.226 5.575 1.693
H 3.233 7.364 2.246
H 2.159 6.717 1.007
H 2.325 5.860 3.940
H 0.112 7.594 2.765
H 1.462 8.142 3.758
H 1.189 7.770 6.248
H 1.351 6.044 6.031
H -0.250 6.667 6.619
H 0.354 5.229 1.912
H 0.106 4.881 3.459
C 3.446 -1.981 3.439
C 3.218 -3.335 2.755
C 4.407 -4.198 3.151
O 5.628 -3.724 2.565
C 6.773 -4.524 2.761
N 1.933 -3.823 3.070
H 3.482 -1.948 4.528
H 2.730 -1.209 3.157
H 4.361 -1.529 3.057
H 3.337 -3.221 1.678
H 4.170 -5.201 2.798
H 4.491 -4.225 4.238
H 6.628 -5.490 2.276
H 7.144 -4.693 3.772
H 7.596 -4.057 2.222
H 1.313 -3.072 2.803
H 1.911 -3.759 4.078
C 1.299 4.806 -3.217
C 2.168 4.432 -1.982
C 2.871 5.702 -1.388
O 3.601 6.517 -2.298
C 4.701 5.912 -2.883
N 1.313 3.854 -1.025
H 0.622 3.958 -3.316
H 1.848 4.961 -4.146
H 0.670 5.688 -3.098
H 2.980 3.830 -2.391
H 3.477 5.415 -0.529
H 2.023 6.314 -1.078
H 5.398 5.668 -2.081
H 5.302 6.655 -3.406
H 4.556 5.056 -3.542
H 1.842 3.796 -0.166
H 1.122 2.869 -1.140
C 3.193 2.288 3.809
C 3.652 2.548 2.397
C 4.541 1.503 1.696
O 5.817 1.605 2.282
C 6.792 0.760 1.657
N 2.451 2.600 1.646
H 4.031 2.030 4.456
H 2.407 1.540 3.917
H 2.879 3.286 4.115
H 4.114 3.485 2.089
H 4.669 1.607 0.618
H 4.053 0.543 1.865
H 6.864 0.973 0.590
H 6.495 -0.289 1.664
H 7.770 0.896 2.118
H 1.945 3.334 2.121
H 1.853 1.803 1.810
C 0.401 -2.463 -0.165
C 0.354 -1.382 0.893
C -0.624 -0.278 0.500
O -0.432 0.915 1.306
C -1.115 2.123 0.852
N -0.164 -1.881 2.125
H -0.564 -2.971 -0.173
H 1.142 -3.245 -0.001
H 0.753 -2.009 -1.091
H 1.388 -1.051 0.983
H -1.645 -0.654 0.557
H -0.475 -0.008 -0.545
H -0.689 2.504 -0.076
H -0.990 2.975 1.519
H -2.191 1.971 0.764
H -1.080 -2.266 1.944
H -0.341 -1.069 2.699
C 0.152 -6.652 -0.824
C -1.360 -6.420 -0.918
C -1.944 -6.703 0.489
O -3.380 -6.717 0.480
C -3.872 -7.209 1.684
N -1.596 -5.054 -1.294
H 0.760 -6.419 -1.698
H 0.399 -7.678 -0.553
H 0.623 -6.020 -0.071
H -1.883 -7.114 -1.577
H -1.624 -5.995 1.254
H -1.603 -7.710 0.728
H -3.681 -6.454 2.446
H -3.482 -8.173 2.011
H -4.959 -7.291 1.659
H -2.472 -4.752 -0.894
H -1.645 -4.857 -2.284

Calculated values
E_HOMO (alpha / beta) = 0.58 / -6.93 eV
2S+1 = 2
⟨S²⟩ = 0.750
Orbital gap (alpha / beta) = 1.51 / 9.01 eV
Net charge = -1
Total energy = -95004.3062 eV
M = 1070.636 g/mol

=====

Record 3
The following is a quantum chemistry calculation of a molecular structure, C49H29CoN9 in a non-equilibrium geometry, from the OMol25 dataset.

Cartesian coordinates (Å):
Co 0.236 0.461 -0.355
C 5.171 -2.552 -3.525
C 4.469 -2.191 -4.687
C 3.305 -1.457 -4.618
C 2.837 -1.072 -3.367
C 1.699 -0.332 -2.921
N 0.787 0.164 -3.744
C -0.362 0.603 -3.276
C -1.396 1.081 -4.152
C -1.441 1.373 -5.509
C -2.617 1.878 -6.028
C -3.748 2.062 -5.221
C -3.727 1.736 -3.882
C -2.542 1.254 -3.342
C -2.155 0.889 -2.015
N -3.042 0.783 -1.042
C -2.670 0.578 0.200
N -1.398 0.687 0.704
C -1.487 0.638 2.063
N -0.593 1.086 2.926
C 0.630 1.368 2.513
N 1.239 0.832 1.411
C 2.549 1.166 1.474
N 3.381 0.570 0.599
C 2.780 -0.941 -1.113
N 1.706 -0.256 -1.553
C 3.532 -1.460 -2.180
C 4.714 -2.203 -2.278
C 2.801 2.077 2.529
C 3.911 2.809 2.932
C 3.780 3.651 4.015
C 2.570 3.745 4.717
C 1.461 3.012 4.338
C 1.565 2.181 3.231
C -2.831 0.296 2.451
C -3.422 -0.010 3.668
C -4.781 -0.262 3.689
C -5.547 -0.195 2.520
C -4.968 0.086 1.298
C -3.598 0.308 1.260
N -0.825 0.554 -1.986
H 6.090 -3.119 -3.626
H 4.863 -2.504 -5.648
H 2.761 -1.178 -5.510
H -0.572 1.222 -6.134
H -2.669 2.143 -7.078
H -4.647 2.476 -5.662
H -4.593 1.860 -3.249
H 5.258 -2.487 -1.388
H 4.843 2.737 2.390
H 4.621 4.259 4.331
H 2.508 4.415 5.568
H 0.524 3.085 4.873
H -2.826 -0.058 4.568
H -5.267 -0.511 4.628
H -6.615 -0.369 2.582
H -5.557 0.134 0.392
C -1.437 -3.314 0.626
C -0.521 -3.961 1.472
C 0.713 -3.402 1.642
C 1.067 -2.183 1.014
N 0.159 -1.575 0.180
C -1.020 -2.161 -0.003
C 2.353 -1.620 1.305
C 2.907 -1.763 2.576
C 4.203 -1.350 2.911
C 5.033 -0.743 2.011
C 4.500 -0.349 0.719
C 3.125 -0.836 0.310
H -2.428 -3.707 0.455
H -0.785 -4.891 1.961
H 1.459 -3.915 2.232
H -1.694 -1.666 -0.694
H 2.301 -2.199 3.359
H 4.561 -1.562 3.915
H 6.065 -0.512 2.238
H 5.227 -0.177 -0.073
C 1.604 4.996 -0.408
C 0.537 4.596 0.374
C 0.045 3.305 0.286
C 0.617 2.352 -0.561
C 1.652 2.796 -1.382
C 2.139 4.091 -1.307
H 2.006 6.000 -0.330
H 0.087 5.291 1.075
H -0.787 3.042 0.923
H 2.113 2.123 -2.089
H 2.962 4.388 -1.946

Calculated values
E_HOMO (alpha / beta) = 0.33 / -0.23 eV
2S+1 = 2
⟨S²⟩ = 0.988
Orbital gap (alpha / beta) = 3.74 / 4.41 eV
Net charge = -2
Total energy = -102323.2887 eV
M = 802.767 g/mol